{
  "formula": "C6H13BO",
  "method": "ωB97M-V/def2-TZVPD",
  "elements": ["B", "C", "C", "C", "C", "C", "C", "O", "H", "H", "H", "H", "H", "H", "H", "H", "H", "H", "H", "H", "H"],
  "xyz": [[-1.602, 0.229, -0.169], [-0.654, 1.438, -0.427], [1.008, 0.427, -0.296], [0.479, -0.832, 0.351], [-3.109, 0.075, -0.026], [2.045, 1.279, 0.376], [1.148, -2.112, -0.087], [-0.932, -0.917, 0.273], [-0.421, 1.964, -1.373], [-0.588, 2.322, 0.268], [1.236, 0.157, -1.440], [0.704, -0.704, 1.489], [-3.342, -1.086, -0.029], [-3.799, 0.615, -0.839], [-3.572, 0.257, 0.983], [2.127, 0.878, 1.393], [1.876, 2.276, 0.469], [3.051, 1.139, -0.130], [0.740, -3.044, 0.194], [2.296, -2.090, 0.228], [1.309, -2.271, -1.207]],
  "forces_ev_per_a": [[1.12, -0.52, 1.24], [4.14, -0.28, -0.29], [-3.41, 1.61, -3.45], [0.86, 0.26, 2.83], [-3.93, -1.56, -0.90], [2.19, -3.93, -0.15], [3.86, 0.25, -1.90], [-0.33, 0.72, -1.10], [-0.85, -0.73, 0.03], [-0.31, -1.28, 0.01], [-0.38, 0.87, 2.40], [-0.32, -0.37, -1.60], [0.41, 2.13, -0.60], [1.51, -1.17, 1.82], [0.78, 0.59, -0.82], [0.33, 0.22, 0.05], [-0.85, 2.88, -0.13], [-0.98, 0.19, 0.68], [-0.73, -0.71, 1.03], [-2.40, -0.03, -0.17], [-0.72, 0.83, 1.02]],
  "orbital_gap_ev": 10.1,
  "lumo_ha": 0.0267,
  "total_charge": 0,
  "max_force_ev_per_a": 5.12
}